Molecular formula: C20H20N4O2
Method: DFT, the ωB97M-V functional and the def2-TZVPD basis

Results
- Max |F|: 0.6 eV/A
- SMILES string: O=C(Nc1ccccc1C(=O)NCCCn1ccnc1)c1ccccc1
- HOMO: -8.2 eV
- ΔE to the lowest compared entry with this formula, charge and spin: 0.2 kJ/mol

Last column: Löwdin charge in e.
Element x y z (Å)
O  2.36  1.05  -2.74  0.076
C  1.88  1.25  -1.65  -0.415
N  0.55  1.15  -1.35  0.141
C  -0.48  0.65  -2.13  -0.153
C  -0.34  0.47  -3.51  0.006
C  -1.39  -0.01  -4.26  -0.069
C  -2.61  -0.30  -3.67  -0.090
C  -2.75  -0.14  -2.30  -0.043
C  -1.70  0.31  -1.51  -0.074
C  -1.86  0.44  -0.04  -0.426
O  -1.27  1.27  0.64  0.035
N  -2.72  -0.44  0.52  0.072
H  -3.14  -1.16  -0.06  0.131
C  -3.04  -0.45  1.93  -0.166
H  -2.50  0.39  2.37  0.123
C  -2.66  -1.76  2.61  -0.155
H  -3.00  -2.60  2.00  0.106
H  -3.18  -1.82  3.57  0.113
C  -1.16  -1.90  2.88  -0.139
N  -0.36  -1.83  1.68  -0.087
C  0.61  -0.93  1.40  -0.172
N  1.14  -1.15  0.23  0.086
C  0.50  -2.23  -0.28  -0.135
C  -0.43  -2.67  0.61  -0.080
H  -1.11  -3.50  0.57  0.112
H  0.75  -2.61  -1.25  0.101
H  0.89  -0.14  2.06  0.131
H  -0.83  -1.09  3.54  0.130
H  -0.97  -2.85  3.39  0.127
H  -4.12  -0.28  2.05  0.122
H  -3.72  -0.34  -1.86  0.109
H  -3.44  -0.64  -4.26  0.099
H  -1.26  -0.14  -5.33  0.106
H  0.61  0.70  -3.96  0.102
H  0.28  1.30  -0.38  0.081
C  2.71  1.63  -0.47  -0.142
C  4.03  1.18  -0.45  -0.016
C  4.85  1.48  0.62  -0.075
C  4.38  2.25  1.67  -0.090
C  3.07  2.72  1.64  -0.084
C  2.24  2.41  0.58  -0.034
H  1.23  2.81  0.58  0.113
H  2.70  3.33  2.45  0.101
H  5.02  2.49  2.50  0.100
H  5.87  1.12  0.63  0.102
H  4.38  0.59  -1.27  0.118

Molecular formula: C5H6O
Method: DFT, the ωB97M-V functional and the def2-TZVPD basis

Results
- Max |F|: 1.4 eV/A
- SMILES string: CC=C=O.C#C
- HOMO: -8.8 eV
- ΔE to the lowest compared entry with this formula, charge and spin: 348.9 kJ/mol

Last column: Löwdin charge in e.
Element x y z (Å)
C  0.60  -0.54  -1.51  -0.104
C  0.76  -0.89  -0.06  -0.143
C  0.17  -0.90  1.10  -0.299
O  -0.15  -1.04  2.22  0.105
C  -1.07  1.41  1.47  0.005
C  -1.10  1.75  0.32  0.018
H  0.87  -1.43  -2.08  0.069
H  1.25  0.28  -1.85  0.071
H  -0.43  -0.28  -1.81  0.068
H  1.42  -1.72  0.32  0.137
H  -1.06  1.10  2.49  0.040
H  -1.26  2.26  -0.60  0.032

Molecular formula: C24H21ClN4O7P
Method: DFT, the ωB97M-V functional and the def2-TZVPD basis

Results
- Max |F|: 6.4 eV/A
- HOMO: -3.7 eV
- Charge: -1
- ΔE to the lowest compared entry with this formula, charge and spin: 376.9 kJ/mol

Last column: Löwdin charge in e.
Element x y z (Å)
O  1.39  3.37  0.78  -0.483
P  1.33  1.95  1.83  0.478
Cl  1.55  2.66  3.87  -0.036
C  -0.35  1.05  1.72  -0.435
C  -1.62  2.14  1.60  -0.303
C  -2.80  1.66  0.60  -0.051
C  -4.12  2.69  0.49  -0.067
C  -3.91  4.01  1.48  -0.131
C  -2.60  4.32  2.40  -0.128
N  -1.46  3.36  2.44  -0.026
H  0.57  3.40  0.21  0.044
H  -0.34  0.40  0.72  0.001
H  -2.78  0.65  -0.04  0.069
H  -5.06  2.48  -0.16  0.062
H  -4.79  4.80  1.52  0.052
H  -2.56  5.32  3.05  0.093
C  0.05  -5.41  3.15  -0.083
C  -1.29  -5.69  2.89  -0.080
C  -2.11  -4.72  2.32  -0.007
C  -1.58  -3.46  2.01  -0.131
C  -0.23  -3.17  2.28  0.018
C  0.58  -4.15  2.86  -0.063
N  -2.43  -2.44  1.39  -0.305
O  -3.61  -2.72  1.18  0.045
O  -1.91  -1.35  1.10  0.019
H  0.69  -6.18  3.59  0.103
H  -1.69  -6.67  3.12  0.103
H  -3.15  -4.95  2.12  0.115
H  0.20  -2.20  2.06  0.117
H  1.62  -3.94  3.07  0.110
C  -4.28  -2.46  -2.28  -0.062
C  -2.90  -2.23  -2.19  -0.052
C  -2.08  -2.46  -3.29  0.010
C  -2.65  -2.93  -4.49  -0.148
C  -4.03  -3.16  -4.58  -0.010
C  -4.84  -2.93  -3.47  -0.071
N  -1.79  -3.15  -5.66  -0.329
O  -0.58  -2.95  -5.53  0.059
O  -2.34  -3.53  -6.71  0.050
H  -4.92  -2.26  -1.42  0.107
H  -2.47  -1.86  -1.26  0.085
H  -1.01  -2.28  -3.21  0.122
H  -4.48  -3.53  -5.50  0.115
H  -5.91  -3.11  -3.53  0.105
C  5.08  4.01  1.33  -0.054
C  6.45  4.23  1.42  -0.074
C  7.27  4.00  0.32  -0.017
C  6.70  3.53  -0.88  -0.155
C  5.33  3.30  -0.97  0.005
C  4.51  3.53  0.14  -0.053
N  7.56  3.31  -2.05  -0.332
O  8.78  3.51  -1.92  0.042
O  7.02  2.93  -3.09  0.051
H  4.44  4.20  2.19  0.108
H  6.88  4.60  2.35  0.103
H  8.34  4.18  0.41  0.111
H  4.87  2.93  -1.89  0.118
H  3.44  3.36  0.08  0.066

Molecular formula: C25H31FeN7O4PS2
Method: DFT, the ωB97M-V functional and the def2-TZVPD basis

Results
- Max |F|: 3.4 eV/A
- HOMO (alpha / beta): -3.7 / -3.8 eV
- Charge: -1
- ΔE to the lowest compared entry with this formula, charge and spin: 301.6 kJ/mol

Last column: Löwdin charge in e.
Element x y z (Å)
Fe  -0.05  0.91  0.31  0.278
N  1.39  4.85  0.68  0.043
C  0.67  3.73  0.36  -0.874
S  -0.07  2.92  1.69  0.663
N  0.54  3.40  -0.89  -0.028
N  -0.15  2.24  -1.12  -0.119
C  -1.07  2.33  -2.07  -0.086
C  -2.17  1.44  -2.20  -0.167
C  -2.98  1.46  -3.34  -0.058
C  -4.15  0.74  -3.41  -0.131
C  -4.56  -0.01  -2.31  -0.114
C  -3.78  -0.07  -1.17  -0.044
C  -2.56  0.62  -1.08  -0.364
O  -1.84  0.54  -0.01  -0.155
H  1.23  5.17  1.62  0.051
H  1.51  5.55  -0.04  0.079
H  -1.04  3.21  -2.70  0.128
H  -2.66  2.06  -4.19  0.105
H  -4.75  0.75  -4.31  0.085
H  -5.49  -0.56  -2.35  0.093
H  -4.08  -0.66  -0.32  0.106
O  1.75  1.22  0.54  -0.405
O  2.05  0.05  -0.19  -0.406
C  2.69  1.50  -4.54  -0.199
N  1.77  0.38  -4.63  -0.148
C  2.54  -0.85  -4.63  -0.198
N  3.42  -0.99  -3.49  -0.154
C  4.26  0.19  -3.38  -0.199
N  3.54  1.45  -3.37  -0.150
C  2.79  1.64  -2.15  -0.202
P  1.55  0.21  -1.80  0.876
C  0.77  0.41  -3.60  -0.199
C  2.66  -1.21  -2.28  -0.210
H  2.11  2.43  -4.52  0.128
H  3.33  1.49  -5.43  0.121
H  3.16  -0.87  -5.54  0.123
H  1.85  -1.70  -4.65  0.128
H  4.93  0.19  -4.26  0.121
H  4.87  0.12  -2.48  0.129
H  2.25  2.59  -2.22  0.073
H  3.49  1.72  -1.31  0.100
H  0.24  1.36  -3.67  0.072
H  0.06  -0.40  -3.79  0.077
H  2.04  -2.11  -2.41  0.095
H  3.35  -1.39  -1.45  0.102
S  -1.66  -2.57  -2.48  0.686
C  -0.67  -1.53  -1.85  -0.864
N  0.09  -0.77  -1.31  -0.037
C  -2.28  -3.91  6.80  -0.053
C  -1.71  -2.95  5.80  -0.259
C  -2.03  -3.03  4.45  -0.009
C  -1.49  -2.16  3.52  -0.167
C  -1.88  -2.29  2.09  -0.025
C  -0.55  -1.18  3.94  -0.090
C  0.11  -0.34  3.00  -0.103
O  -0.12  -0.32  1.77  -0.072
C  -0.25  -1.07  5.33  -0.201
C  0.68  -0.01  5.84  -0.046
C  -0.83  -1.95  6.22  -0.022
H  -2.92  -4.65  6.32  0.071
H  -2.87  -3.38  7.55  0.081
H  -1.48  -4.44  7.32  0.081
H  -2.72  -3.79  4.12  0.112
H  -2.61  -3.09  1.95  0.080
H  -1.01  -2.49  1.46  0.095
H  -2.30  -1.35  1.72  0.084
H  0.91  0.31  3.38  0.125
H  0.35  0.98  5.51  0.091
H  1.69  -0.16  5.46  0.088
H  0.71  -0.02  6.92  0.073
H  -0.60  -1.87  7.27  0.114

Molecular formula: CHClINO
Method: DFT, the ωB97M-V functional and the def2-TZVPD basis

Results
- Max |F|: 2.0 eV/A
- SMILES string: O=C=NCl.I
- HOMO: -10.2 eV
- ΔE to the lowest compared entry with this formula, charge and spin: 6.7 kJ/mol

Last column: Löwdin charge in e.
Element x y z (Å)
C  0.95  -1.09  0.60  -0.428
N  1.38  -0.67  -0.43  -0.359
O  0.72  -1.70  1.56  0.170
Cl  0.97  0.58  -1.48  0.614
I  -2.67  1.08  -0.02  0.458
H  -1.34  1.80  -0.23  -0.454

Molecular formula: C8H32N16O8
Method: DFT, the ωB97M-V functional and the def2-TZVPD basis

Results
- Max |F|: 7.6 eV/A
- HOMO (alpha / beta): -11.3 / -11.2 eV
- Charge: +1
- Multiplicity: 2
- ΔE to the lowest compared entry with this formula, charge and spin: 34.3 kJ/mol

Last column: Mulliken spin population.
Element x y z (Å)
C  1.09  -2.30  -3.72  -0.002
O  2.06  -2.27  -4.48  0.024
N  0.13  -1.43  -3.84  0.020
N  0.80  -3.18  -2.79  0.013
H  0.48  -0.73  -4.48  -0.001
H  -0.57  -1.29  -3.13  -0.007
H  1.37  -4.01  -2.73  -0.001
H  -0.10  -3.15  -2.34  -0.001
C  -1.18  2.80  4.23  0.000
O  -0.47  1.94  4.74  0.000
N  -1.92  3.65  4.83  0.000
N  -1.20  3.07  2.98  0.000
H  -1.97  3.53  5.83  0.000
H  -2.25  4.53  4.48  0.000
H  -1.72  3.86  2.63  0.000
H  -0.65  2.41  2.44  0.000
C  2.91  1.68  -4.31  0.000
O  2.25  2.70  -3.97  0.003
N  2.59  0.47  -3.95  0.001
N  4.13  1.67  -4.84  0.000
H  3.05  -0.32  -4.37  0.001
H  1.85  0.31  -3.28  -0.001
H  4.50  2.53  -5.20  0.000
H  4.56  0.76  -4.94  0.000
C  -2.70  0.75  -2.78  0.002
O  -1.61  1.23  -2.61  0.020
N  -3.40  0.17  -1.84  0.003
N  -3.21  0.51  -3.98  0.001
H  -4.33  -0.22  -1.88  -0.001
H  -3.01  0.32  -0.92  -0.003
H  -3.84  -0.27  -4.11  0.000
H  -2.83  1.06  -4.74  0.000
C  -0.29  -1.47  -0.25  -0.015
O  -0.79  -2.56  -0.31  -0.048
N  0.88  -1.19  -0.79  0.513
N  -0.71  -0.42  0.39  0.559
H  1.34  -1.93  -1.29  -0.028
H  1.13  -0.21  -0.88  -0.015
H  -1.46  -0.68  1.02  -0.031
H  -0.26  0.47  0.25  -0.021
C  1.77  1.48  1.66  -0.002
O  1.35  1.36  0.51  0.003
N  2.32  0.58  2.37  -0.001
N  1.81  2.60  2.51  0.002
H  2.47  -0.36  2.03  -0.001
H  2.63  0.76  3.31  0.000
H  1.58  3.45  2.03  0.000
H  2.02  2.53  3.49  0.000
C  -4.25  -0.16  2.06  0.000
O  -3.58  0.01  1.06  0.003
N  -5.13  -1.15  2.22  0.000
N  -4.22  0.58  3.08  0.000
H  -5.49  -1.52  1.35  0.000
H  -5.87  -0.83  2.84  0.000
H  -3.86  1.51  2.94  0.000
H  -4.54  0.24  3.98  0.000
C  3.82  -3.05  2.07  0.001
O  4.98  -3.10  1.83  0.002
N  2.81  -3.19  1.21  0.009
N  3.36  -2.80  3.27  0.001
H  1.97  -2.76  1.57  -0.001
H  2.97  -3.39  0.23  -0.002
H  2.36  -2.69  3.32  0.000
H  4.07  -2.87  3.99  0.000

Molecular formula: C44H60BiBr2N3OP2Si
Method: DFT, the ωB97M-V functional and the def2-TZVPD basis

Results
- Max |F|: 1.6 eV/A
- HOMO: -12.7 eV
- Charge: +2
- ΔE to the lowest compared entry with this formula, charge and spin: 50.1 kJ/mol

Last column: Löwdin charge in e.
Element x y z (Å)
Bi  -0.40  0.01  1.08  1.582
Br  -0.93  6.86  4.73  0.801
C  -0.60  5.33  3.68  -0.689
C  0.39  5.37  2.68  -0.075
C  0.64  4.27  1.90  0.010
C  -0.07  3.07  2.08  -0.353
O  0.21  2.07  1.27  -0.385
C  -1.04  3.02  3.10  -0.155
C  -1.77  1.85  3.48  -0.065
N  -1.74  0.68  2.93  -0.048
C  -2.48  -0.37  3.55  -0.219
C  -3.69  -0.17  4.16  -0.011
C  -4.37  -1.24  4.79  -0.040
C  -3.84  -2.50  4.79  -0.002
C  -2.59  -2.74  4.15  -0.137
C  -1.98  -4.01  4.13  0.026
C  -0.77  -4.17  3.51  -0.023
C  -0.18  -3.05  2.90  -0.124
N  -0.72  -1.85  2.90  -0.023
C  -1.92  -1.67  3.53  -0.187
C  -1.29  4.18  3.89  -0.069
H  0.95  6.28  2.52  0.117
H  1.39  4.30  1.12  0.128
H  -2.36  1.96  4.39  0.140
H  -4.15  0.81  4.16  0.120
H  -5.31  -1.05  5.28  0.122
H  -4.35  -3.32  5.28  0.128
H  -2.47  -4.85  4.60  0.133
H  -0.27  -5.12  3.48  0.120
H  0.78  -3.15  2.39  0.123
H  -2.05  4.13  4.66  0.117
C  -3.31  -2.12  -2.43  -0.248
P  -2.38  -1.71  -0.90  0.817
C  -2.29  -3.38  -0.15  -0.273
C  -3.69  -0.89  0.10  -0.417
C  -4.68  -1.60  0.77  -0.077
C  -5.68  -0.95  1.47  -0.062
C  -5.72  0.43  1.50  -0.063
C  -4.74  1.17  0.85  -0.082
C  -3.72  0.52  0.15  -0.414
P  -2.32  1.44  -0.60  0.812
C  -2.66  1.44  -2.39  -0.239
C  -2.61  3.18  -0.16  -0.242
H  -4.27  -2.58  -2.17  0.055
H  -2.73  -2.83  -3.02  0.049
H  -3.49  -1.24  -3.04  0.029
H  -3.20  -3.96  -0.32  0.049
H  -2.10  -3.31  0.92  0.015
H  -1.46  -3.92  -0.61  0.046
H  -4.67  -2.69  0.75  0.104
H  -6.44  -1.53  1.99  0.118
H  -6.51  0.95  2.03  0.119
H  -4.78  2.25  0.88  0.101
H  -3.73  1.49  -2.57  0.068
H  -2.24  0.57  -2.88  -0.001
H  -2.19  2.33  -2.82  0.044
H  -3.51  3.56  -0.65  0.065
H  -1.75  3.76  -0.50  0.058
H  -2.70  3.30  0.92  0.037
N  1.89  0.04  2.20  -0.027
C  2.25  -0.19  3.59  -0.299
C  1.34  0.10  4.59  -0.044
C  1.71  -0.06  5.92  -0.060
C  2.98  -0.51  6.24  -0.066
C  3.88  -0.81  5.23  -0.060
C  3.52  -0.65  3.90  -0.029
H  2.07  1.01  1.95  0.079
H  2.50  -0.51  1.59  0.057
H  0.35  0.46  4.34  0.083
H  1.00  0.17  6.70  0.112
H  3.27  -0.63  7.28  0.114
H  4.88  -1.15  5.48  0.115
H  4.23  -0.87  3.12  0.116
C  3.86  -2.49  -2.69  -0.094
C  2.72  -2.00  -3.59  -0.632
C  3.03  -2.37  -5.05  -0.071
C  1.44  -2.73  -3.16  -0.116
Si  2.59  -0.10  -3.56  0.784
Br  1.55  0.08  -1.14  0.341
C  4.16  0.91  -3.24  -0.629
C  4.86  0.60  -1.90  -0.110
C  5.12  0.57  -4.40  -0.073
C  3.88  2.42  -3.24  -0.090
C  1.17  0.72  -4.51  -0.622
C  -0.01  -0.24  -4.71  -0.095
C  0.61  1.99  -3.83  -0.117
C  1.74  1.11  -5.89  -0.071
H  3.91  -3.58  -2.77  0.095
H  3.69  -2.25  -1.64  0.072
H  4.83  -2.11  -2.99  0.068
H  3.10  -3.46  -5.13  0.100
H  3.99  -1.96  -5.40  0.079
H  2.26  -2.05  -5.75  0.070
H  1.69  -3.79  -3.05  0.092
H  0.65  -2.67  -3.91  0.064
H  1.05  -2.38  -2.21  0.014
H  5.27  -0.40  -1.86  0.066
H  4.20  0.74  -1.05  0.022
H  5.70  1.30  -1.80  0.095
H  5.43  -0.47  -4.39  0.069
H  6.03  1.18  -4.29  0.101
H  4.70  0.80  -5.38  0.082
H  3.21  2.71  -2.43  0.079
H  3.45  2.77  -4.18  0.067
H  4.82  2.95  -3.10  0.097
H  -0.45  -0.55  -3.76  0.058
H  0.27  -1.13  -5.28  0.070
H  -0.78  0.28  -5.29  0.098
H  0.28  1.80  -2.81  0.011
H  -0.25  2.32  -4.41  0.090
H  1.33  2.80  -3.81  0.069
H  2.09  0.24  -6.45  0.083
H  2.56  1.83  -5.82  0.068
H  0.94  1.58  -6.47  0.100

Molecular formula: CN3O9S
Method: DFT, the ωB97M-V functional and the def2-TZVPD basis

Results
- Max |F|: 4.0 eV/A
- HOMO: -6.5 eV
- Charge: -1
- ΔE to the lowest compared entry with this formula, charge and spin: 0.0 kJ/mol

Last column: Löwdin charge in e.
Element x y z (Å)
C  -0.50  0.14  -0.13  -0.164
N  -0.67  -0.68  -1.34  -0.331
N  -0.72  1.50  -0.07  -0.398
N  -0.98  -0.78  0.95  -0.355
O  -0.09  -0.43  -2.38  0.077
O  -1.18  2.06  -1.06  0.067
O  -0.25  -1.69  1.23  0.089
O  2.35  -1.27  -0.21  -0.258
O  -1.40  -1.64  -1.18  0.075
O  -0.58  2.10  0.95  0.098
O  -2.10  -0.54  1.40  0.081
O  1.80  0.00  1.74  -0.265
O  2.30  1.24  -0.25  -0.273
S  2.00  -0.02  0.35  0.555

What is the max |F| in the sixth record? 7.6 eV/A